{"formula": "C62H140O34", "method": "ωB97M-V/def2-TZVPD", "symbols": ["C", "C", "O", "C", "C", "O", "H", "H", "H", "H", "H", "H", "H", "H", "C", "C", "O", "C", "C", "O", "H", "H", "H", "H", "H", "H", "H", "H", "C", "O", "C", "O", "O", "C", "H", "H", "H", "H", "H", "H", "C", "O", "C", "O", "O", "C", "H", "H", "H", "H", "H", "H", "C", "O", "C", "C", "O", "C", "C", "O", "C", "H", "H", "H", "H", "H", "H", "H", "H", "H", "H", "H", "H", "H", "H", "C", "O", "C", "C", "O", "C", "C", "O", "C", "H", "H", "H", "H", "H", "H", "H", "H", "H", "H", "H", "H", "H", "H", "C", "O", "C", "C", "O", "C", "C", "O", "C", "H", "H", "H", "H", "H", "H", "H", "H", "H", "H", "H", "H", "H", "H", "C", "O", "C", "C", "O", "C", "C", "O", "C", "H", "H", "H", "H", "H", "H", "H", "H", "H", "H", "H", "H", "H", "H", "C", "O", "C", "C", "O", "C", "C", "O", "C", "H", "H", "H", "H", "H", "H", "H", "H", "H", "H", "H", "H", "H", "H", "C", "O", "C", "C", "O", "C", "C", "O", "C", "H", "H", "H", "H", "H", "H", "H", "H", "H", "H", "H", "H", "H", "H", "C", "O", "C", "C", "O", "C", "C", "O", "C", "H", "H", "H", "H", "H", "H", "H", "H", "H", "H", "H", "H", "H", "H", "C", "O", "C", "C", "O", "C", "C", "O", "C", "H", "H", "H", "H", "H", "H", "H", "H", "H", "H", "H", "H", "H", "H"], "coordinates": [[15.4111, 28.3126, 18.7475], [16.3770, 29.1256, 17.8715], [17.2727, 29.7807, 18.7879], [18.3803, 30.3875, 18.2464], [19.2655, 31.0492, 19.1997], [18.5363, 30.5840, 17.0509], [14.7404, 27.7204, 18.1085], [14.6946, 28.8760, 19.3681], [15.8685, 27.5962, 19.4203], [16.9880, 28.4824, 17.2100], [15.9739, 29.9041, 17.2111], [20.2523, 31.1166, 18.7861], [19.1360, 30.6116, 20.1944], [18.9817, 32.1062, 19.2253], [14.8179, 26.4956, 15.8641], [14.5862, 25.9553, 14.4157], [15.0710, 24.5952, 14.1360], [16.2201, 24.4649, 13.4388], [16.7911, 23.0666, 13.3945], [16.8983, 25.3654, 12.9392], [15.8357, 26.8696, 15.9984], [14.5745, 25.7597, 16.6465], [14.1387, 27.3502, 15.9623], [13.5180, 25.8725, 14.2786], [14.9676, 26.6590, 13.6841], [17.8034, 23.1672, 12.9694], [16.2350, 22.3944, 12.6603], [16.8971, 22.5301, 14.3620], [15.9879, 24.8986, 20.3936], [15.0182, 24.2276, 19.6457], [13.9322, 24.8987, 19.2446], [13.5460, 25.9468, 19.6472], [13.3961, 24.0883, 18.3433], [12.0556, 24.3180, 17.9068], [15.6419, 25.7927, 20.9332], [16.7525, 25.2208, 19.6587], [16.4256, 24.1543, 21.0861], [12.0122, 24.6691, 16.8603], [11.4624, 24.9645, 18.5037], [11.6113, 23.2932, 17.8762], [17.9273, 24.0999, 17.1779], [17.8871, 25.3962, 16.5524], [18.8555, 25.4967, 15.5550], [19.6008, 24.6336, 15.2106], [18.7613, 26.7293, 15.0228], [19.5925, 26.9035, 13.8886], [17.9398, 23.2750, 16.4615], [16.9957, 24.1288, 17.7634], [18.7768, 23.9968, 17.8730], [20.6519, 26.6984, 14.0740], [19.5084, 27.9677, 13.6225], [19.2446, 26.3233, 13.0494], [11.7705, 28.1398, 16.8937], [11.4070, 27.2874, 15.8617], [10.7448, 27.9140, 14.7391], [11.6868, 28.5371, 13.7251], [12.4107, 29.5666, 14.3676], [13.5713, 29.9647, 13.6889], [14.0261, 31.2338, 14.4145], [14.4483, 30.9051, 15.7020], [14.8220, 31.9963, 16.4844], [10.9272, 28.7661, 17.2328], [12.5593, 28.7747, 16.5450], [12.1878, 27.4724, 17.5684], [10.0430, 28.6926, 15.0902], [10.1123, 27.1456, 14.2593], [11.1654, 29.0157, 12.9353], [12.3814, 27.7233, 13.4662], [13.3995, 30.1155, 12.6215], [14.3430, 29.2041, 13.8233], [13.1759, 31.9451, 14.5634], [14.7849, 31.6920, 13.7764], [15.7354, 32.5037, 16.1580], [14.8866, 31.6916, 17.5205], [14.1582, 32.8513, 16.3854], [18.7298, 20.3858, 11.6122], [18.1317, 19.2156, 12.2905], [17.3450, 18.4331, 11.4005], [16.5869, 17.4181, 12.1515], [15.6424, 18.0068, 13.0019], [14.7052, 17.1541, 13.5629], [15.0952, 16.4922, 14.9106], [16.2358, 15.6119, 14.8138], [15.9882, 14.3828, 14.1087], [17.9992, 21.1347, 11.3203], [19.2750, 20.0488, 10.7348], [19.4449, 20.8174, 12.3219], [17.8778, 17.9027, 10.5612], [16.6697, 19.1210, 10.8684], [17.3551, 16.8717, 12.8011], [16.1548, 16.7194, 11.4660], [14.3189, 16.4534, 12.8117], [13.8124, 17.7485, 13.7789], [14.2463, 16.0149, 15.3994], [15.3995, 17.2367, 15.6761], [15.3543, 13.7294, 14.6967], [16.9982, 13.8986, 13.9744], [15.5484, 14.5772, 13.1455], [11.5961, 23.8678, 13.3038], [10.7338, 24.7786, 14.0016], [9.3964, 24.3458, 14.1978], [9.2905, 23.3767, 15.3444], [9.8308, 22.0487, 15.1101], [8.9784, 21.1785, 14.3614], [9.6491, 19.8739, 14.2021], [10.8335, 19.9883, 13.4455], [12.0262, 19.7447, 14.1368], [12.4431, 24.4567, 12.9473], [11.0806, 23.5130, 12.4413], [11.9685, 23.0469, 13.9259], [8.9990, 23.9151, 13.2529], [8.7916, 25.2059, 14.4833], [8.2111, 23.2504, 15.6057], [9.9088, 23.6935, 16.2000], [8.8580, 21.6027, 13.3835], [8.0429, 21.0466, 14.9874], [9.0094, 19.1272, 13.8107], [9.9679, 19.5585, 15.2553], [12.0450, 20.2918, 15.0761], [12.8772, 20.0341, 13.4774], [12.1372, 18.6512, 14.3558], [23.5866, 21.3136, 13.3481], [22.6807, 21.9291, 12.3801], [21.7724, 22.8100, 13.0662], [21.2648, 23.7760, 12.0361], [20.4232, 23.1162, 11.1555], [20.3080, 23.7251, 9.9414], [19.3203, 24.9207, 10.0517], [18.1586, 24.6946, 9.2525], [17.1418, 23.8585, 9.9185], [23.1062, 20.4994, 13.8677], [24.0152, 22.0175, 14.0698], [24.4334, 20.8891, 12.7383], [22.3136, 23.3678, 13.8655], [20.9383, 22.2848, 13.4237], [22.1410, 24.1003, 11.4863], [20.7771, 24.6006, 12.5949], [19.8096, 23.0792, 9.2737], [21.3007, 24.0082, 9.5598], [19.7722, 25.8161, 9.5459], [19.1964, 25.0309, 11.1652], [16.2963, 23.7967, 9.2360], [16.8729, 24.3677, 10.8777], [17.5839, 22.8441, 10.0751], [20.9047, 21.6254, 16.9131], [19.6040, 21.0871, 17.0197], [19.2388, 20.5041, 15.7458], [17.7882, 19.9855, 15.7272], [16.8592, 21.0136, 16.1278], [15.5152, 20.5294, 16.1309], [14.5453, 21.5962, 16.6099], [13.2653, 21.1087, 16.8048], [13.0760, 20.3211, 18.0133], [21.6234, 20.9762, 16.3759], [21.2756, 21.7253, 17.9482], [20.8660, 22.6117, 16.3725], [19.9239, 19.6347, 15.5733], [19.4441, 21.3197, 15.0015], [17.5995, 19.2296, 16.4725], [17.5707, 19.5593, 14.7082], [15.5053, 19.6216, 16.7554], [15.1428, 20.1820, 15.1229], [14.4356, 22.3941, 15.8742], [14.9712, 22.0203, 17.5326], [12.0451, 20.3776, 18.3237], [13.7298, 20.7524, 18.8180], [13.4514, 19.2829, 17.9059], [18.2116, 35.9569, 12.1522], [18.2897, 35.9277, 10.7381], [18.8231, 34.7071, 10.1429], [17.9377, 33.5501, 10.3897], [18.0330, 33.1152, 11.6716], [17.1951, 31.9905, 11.9043], [17.5766, 31.4369, 13.2484], [16.9531, 30.1664, 13.3927], [17.2205, 29.5868, 14.6472], [19.1874, 35.6517, 12.5669], [17.4698, 35.3260, 12.5356], [17.9735, 36.9688, 12.3764], [19.7793, 34.4317, 10.5706], [18.9512, 34.9790, 9.1221], [18.3097, 32.8090, 9.6656], [16.9173, 33.8935, 10.1161], [17.3008, 31.1945, 11.1053], [16.1136, 32.2863, 11.9775], [17.2586, 32.1080, 14.0434], [18.6933, 31.3144, 13.3300], [18.2220, 29.2186, 14.6889], [16.5165, 28.7828, 14.7757], [17.1951, 30.3667, 15.4062], [12.2297, 12.9892, 10.2381], [12.3692, 14.2537, 9.5947], [13.6789, 14.7765, 9.9633], [13.8904, 16.1104, 9.3335], [13.4815, 17.1034, 10.2774], [13.7531, 18.3573, 9.6598], [13.5885, 19.4066, 10.7060], [13.8193, 20.7159, 10.1893], [13.7700, 21.6907, 11.2978], [11.1668, 12.7016, 10.0808], [12.3540, 13.0988, 11.3195], [12.9827, 12.3620, 9.8132], [14.4011, 14.0116, 9.6394], [13.7372, 14.7762, 11.0938], [13.3713, 16.2593, 8.3753], [14.9945, 16.2315, 9.1782], [13.0352, 18.5991, 8.8571], [14.8009, 18.4636, 9.3225], [14.1934, 19.2165, 11.6116], [12.5428, 19.3925, 11.0896], [14.4836, 21.3584, 12.0715], [12.7797, 21.6627, 11.7751], [13.9688, 22.6877, 10.9496], [12.0191, 26.5887, 10.7890], [13.2168, 27.0440, 11.2799], [14.0272, 27.5977, 10.2246], [15.3968, 27.7758, 10.8926], [16.2690, 28.3564, 10.0204], [17.6102, 28.3315, 10.4450], [18.4819, 28.5645, 9.2837], [18.5722, 29.8553, 8.7152], [17.4215, 30.2671, 7.9447], [11.4165, 26.1564, 11.6003], [12.1254, 25.8130, 10.0567], [11.4130, 27.3823, 10.3324], [13.6217, 28.5645, 9.8730], [14.0673, 26.8962, 9.3768], [15.8314, 26.8139, 11.1895], [15.3801, 28.3710, 11.8783], [17.9328, 27.3773, 10.8316], [17.7370, 29.1053, 11.2358], [18.1374, 27.8726, 8.4927], [19.5504, 28.2986, 9.5446], [16.5838, 30.6320, 8.5537], [17.0960, 29.4418, 7.3218], [17.7295, 31.0390, 7.2617]], "forces_ev_per_a": [[-1.15, 0.14, -0.83], [0.33, -0.33, 0.20], [1.96, 0.52, -0.08], [-1.78, 0.66, -1.79], [-0.31, 0.41, 1.33], [-0.28, -0.96, 1.01], [0.33, 0.16, 0.03], [0.57, 0.34, -0.27], [0.58, 0.09, -0.10], [-0.32, 0.02, 0.38], [-0.47, -0.54, 0.37], [0.66, -0.57, 0.14], [0.58, 0.24, -0.11], [-0.38, -0.12, 0.20], [0.16, -0.44, -1.05], [-0.24, 0.05, 0.88], [0.94, 0.70, -0.26], [1.46, 0.51, 0.36], [-0.05, -1.31, -0.93], [-1.73, -0.46, 0.84], [-0.06, -0.28, 0.04], [0.08, 0.15, -0.37], [0.05, -0.17, -0.01], [-0.30, -0.07, -0.10], [0.23, -0.10, -0.16], [-0.37, 0.02, 0.19], [0.44, 0.86, 1.08], [-0.52, 0.51, -0.44], [1.50, 0.48, 0.22], [-0.40, -0.20, -0.01], [0.49, -1.37, -0.13], [-0.45, 0.91, 0.17], [-0.75, 0.33, -0.31], [-0.36, -1.78, -1.61], [-0.24, -0.49, -0.15], [-0.06, -0.04, 0.66], [-0.21, 0.54, -0.33], [0.41, 0.15, 0.43], [-0.11, 0.64, 0.87], [0.17, 0.80, 0.17], [-0.69, 0.14, 0.84], [2.15, -0.19, -1.69], [-2.13, 1.19, 1.01], [0.45, -0.53, -0.09], [0.16, -0.98, 0.63], [0.52, 1.28, -0.55], [-0.11, 0.23, 0.13], [0.32, -0.54, -0.22], [-0.17, 0.15, -0.39], [-0.26, -0.17, 0.26], [-0.03, -0.39, 0.10], [-0.23, -0.36, -0.15], [-0.36, 1.22, -1.09], [-1.27, -0.44, -2.33], [-0.67, 0.08, 0.58], [1.02, -1.00, 1.93], [-0.38, -0.02, 0.22], [0.04, 0.51, 1.29], [-0.99, 0.30, -0.75], [0.56, -0.61, 0.30], [0.16, 1.05, -0.37], [0.24, -0.36, 0.29], [0.46, 0.85, 0.05], [0.45, -0.84, 2.15], [0.24, -0.12, 0.22], [0.57, 0.20, 0.12], [-0.68, -0.22, -1.34], [-0.18, 0.37, -0.69], [-0.02, 0.22, -0.12], [0.22, -0.10, -0.21], [0.34, -0.39, -0.66], [0.38, 0.26, 0.33], [0.68, -0.65, -0.01], [0.06, -0.04, 0.13], [-0.99, -0.10, 0.19], [0.04, -1.42, 1.08], [0.59, 0.79, -1.20], [0.04, 1.22, -1.12], [1.72, -0.92, 2.07], [0.15, 0.75, -0.03], [-1.14, -0.53, 0.97], [1.21, 0.22, -0.17], [-0.68, -0.16, -0.22], [1.54, 0.51, 0.69], [-0.33, -0.07, 0.10], [0.11, -0.01, -0.18], [-0.28, -0.09, -0.21], [0.30, 0.46, 0.90], [-0.23, -0.07, 0.08], [-0.91, 0.32, -0.84], [-0.62, -0.58, -0.49], [0.35, -0.33, 0.10], [0.18, 0.16, 0.08], [-0.35, -0.47, -0.39], [0.04, -0.02, -0.78], [-0.25, -0.22, 0.10], [-1.12, 0.47, 0.10], [-0.22, -0.05, -0.52], [0.09, 0.83, 0.68], [0.13, 0.03, -0.10], [0.75, -0.53, -0.32], [-0.16, -1.77, 0.37], [-0.14, 0.40, -0.19], [-0.37, 0.98, 1.45], [2.26, -0.32, 2.68], [-0.42, 0.21, -1.08], [0.53, -0.75, -0.03], [0.02, 0.00, 0.13], [-0.43, -0.69, -0.77], [-0.27, 0.05, -0.01], [0.04, 0.17, 0.42], [0.11, 0.26, -0.19], [0.60, 0.26, 0.16], [-0.61, 0.37, -0.30], [-0.81, 0.31, -0.63], [0.48, 0.12, -1.14], [-0.75, -0.76, -0.62], [-0.62, 0.10, -1.11], [0.25, 0.14, 0.01], [-0.63, -0.09, 0.55], [-0.12, 0.65, -0.06], [0.54, -0.09, -2.08], [0.77, -0.08, 1.98], [1.68, 0.66, -1.12], [0.49, 0.34, 1.00], [-0.27, -1.64, 1.15], [-0.49, 1.99, -0.40], [1.06, 0.37, -0.98], [-1.00, -0.46, 1.27], [1.55, 0.71, 0.01], [-0.30, -0.28, 0.30], [-0.25, 0.16, -0.16], [-0.85, 0.37, 0.64], [-0.50, -0.37, -0.34], [-1.12, -0.97, 1.06], [0.26, 0.62, -0.12], [0.10, -0.08, -0.51], [-0.19, -1.17, -0.93], [-0.21, 0.04, -0.12], [-0.34, -0.50, 0.92], [-0.69, 0.42, -1.09], [0.05, 0.01, 0.06], [0.10, -0.68, -0.75], [-0.54, 0.65, 0.11], [0.21, 0.70, 0.22], [-0.21, -0.85, -0.84], [0.08, 0.39, 0.57], [-0.10, 0.73, -0.26], [-0.34, 0.18, -0.98], [0.08, -0.76, -1.03], [1.26, 0.39, 0.48], [-1.34, -1.13, 1.20], [2.07, 0.70, -0.13], [-0.41, -0.01, 0.11], [-0.09, 0.29, -0.51], [0.16, -0.69, 0.55], [-0.52, 0.58, -0.22], [-0.48, -0.87, 0.10], [0.60, -0.84, 0.22], [0.08, 0.52, 0.76], [-0.28, 0.20, 0.21], [0.73, 0.28, 0.50], [0.28, 0.05, -0.06], [-0.23, 0.16, -0.05], [-0.30, -0.11, -0.17], [-0.66, -0.11, -0.46], [-0.57, 0.36, -0.22], [1.73, 0.07, -1.06], [0.44, -0.73, -0.69], [-0.37, 1.73, 2.01], [-0.58, 0.59, -2.72], [-0.34, -1.16, 1.38], [-0.46, -0.32, -0.17], [1.01, -1.16, 0.11], [-0.19, 0.61, -0.75], [-0.08, 0.97, -0.17], [-0.28, 0.24, 0.19], [-1.18, -1.05, 0.56], [-0.02, 0.86, 0.48], [0.63, 0.33, 0.23], [-0.06, -0.18, -0.91], [-0.50, -0.48, 0.08], [0.11, -0.54, 0.11], [0.01, 0.93, 0.69], [0.72, -0.06, -0.46], [-0.05, 0.18, 0.26], [-0.80, 0.21, -0.13], [0.82, -0.48, -0.02], [-0.27, -0.23, 0.32], [-0.53, -0.35, 0.17], [-1.61, 1.39, -0.14], [1.00, 0.43, 0.86], [-1.46, -1.63, 0.22], [1.04, 0.32, 0.92], [0.50, 0.42, -1.34], [0.01, 0.91, 0.52], [-1.45, 1.07, 1.63], [0.34, 0.87, 1.02], [-0.28, -2.09, -0.32], [0.94, -0.33, -0.17], [0.22, -0.11, 0.08], [0.21, -1.14, -0.10], [0.20, 0.35, -0.15], [0.06, 0.52, -1.04], [0.06, -0.37, 0.22], [-0.68, 0.00, -0.16], [0.40, -0.42, -0.09], [-0.31, -0.53, -0.33], [0.26, -0.03, -0.54], [0.27, -0.20, -0.22], [-0.03, 0.33, -0.27], [0.02, 0.03, -0.23], [0.26, 0.24, -0.40], [-1.79, -0.08, 0.39], [1.07, 0.53, -0.53], [0.35, -0.01, 1.39], [-0.26, -0.19, 1.80], [0.66, 0.66, -1.50], [-0.27, 1.44, 0.89], [1.69, -0.33, -1.50], [-0.87, 0.79, -0.03], [0.48, -0.52, 0.53], [0.25, 0.22, 0.03], [0.31, -0.61, -0.68], [0.06, 0.14, -0.01], [0.06, -0.29, 0.14], [0.15, 0.16, 0.17], [-0.49, -0.33, 0.04], [-0.55, -0.56, -1.22], [-0.33, -0.71, 0.42], [0.13, -0.51, -0.24], [0.24, -0.05, 0.17], [-1.11, 0.23, -0.17], [0.24, -0.21, 0.03], [-0.30, -0.35, -0.02], [0.35, 0.50, -0.05]], "lowdin_charge": [-0.04, -0.19, -0.02, -0.50, 0.01, 0.07, 0.04, 0.09, 0.06, 0.12, 0.08, 0.09, 0.10, 0.10, -0.02, -0.14, 0.00, -0.48, 0.03, 0.05, 0.05, 0.08, 0.06, 0.09, 0.10, 0.08, 0.09, 0.08, -0.06, -0.02, -0.62, 0.14, -0.01, -0.02, 0.10, 0.09, 0.11, 0.09, 0.09, 0.10, -0.03, -0.03, -0.56, 0.13, -0.01, -0.05, 0.07, 0.08, 0.11, 0.10, 0.09, 0.06, -0.11, -0.19, -0.16, -0.17, -0.15, -0.17, -0.19, -0.18, -0.11, 0.11, 0.06, 0.05, 0.13, 0.11, 0.12, 0.11, 0.13, 0.11, 0.14, 0.10, 0.09, 0.09, 0.09, -0.04, -0.18, -0.23, -0.21, -0.13, -0.20, -0.16, -0.21, -0.09, 0.05, 0.09, 0.07, 0.14, 0.12, 0.16, 0.11, 0.11, 0.09, 0.12, 0.12, 0.08, 0.11, 0.05, -0.08, -0.21, -0.20, -0.16, -0.17, -0.20, -0.21, -0.18, -0.11, 0.07, 0.08, 0.09, 0.13, 0.12, 0.13, 0.12, 0.12, 0.15, 0.11, 0.15, 0.07, 0.08, 0.09, -0.09, -0.18, -0.20, -0.20, -0.14, -0.20, -0.18, -0.21, -0.04, 0.07, 0.08, 0.10, 0.14, 0.08, 0.13, 0.11, 0.11, 0.13, 0.13, 0.11, 0.09, 0.07, 0.08, -0.13, -0.20, -0.17, -0.15, -0.17, -0.19, -0.23, -0.21, -0.06, 0.08, 0.09, 0.08, 0.14, 0.12, 0.12, 0.13, 0.11, 0.14, 0.13, 0.12, 0.08, 0.10, 0.08, -0.10, -0.19, -0.17, -0.27, -0.12, -0.17, -0.20, -0.21, -0.10, 0.10, 0.06, 0.08, 0.13, 0.12, 0.13, 0.15, 0.13, 0.14, 0.12, 0.15, 0.06, 0.08, 0.06, -0.11, -0.19, -0.19, -0.20, -0.13, -0.20, -0.24, -0.18, -0.06, 0.10, 0.08, 0.07, 0.12, 0.12, 0.14, 0.13, 0.14, 0.13, 0.10, 0.13, 0.07, 0.07, 0.08, -0.15, -0.21, -0.14, -0.21, -0.13, -0.20, -0.22, -0.18, -0.09, 0.08, 0.08, 0.10, 0.13, 0.13, 0.11, 0.14, 0.11, 0.13, 0.13, 0.14, 0.08, 0.08, 0.08], "homo_energy_ev": -9.032, "smiles": "CCOC(C)=O.CCOC(C)=O.COC(=O)OC.COC(=O)OC.COCCOCCOC.COCCOCCOC.COCCOCCOC.COCCOCCOC.COCCOCCOC.COCCOCCOC.COCCOCCOC.COCCOCCOC"}